Here is a structure of composition H16KO8 in a non-equilibrium geometry from the Open Molecules 2025 dataset. Energies are from ωB97M-V/def2-TZVPD.

```
25
Properties=species:S:1:pos:R:3:forces:R:3:mulliken_charge:R:1
K -0.166 0.193 0.027 0.5 0.4 0.5 0.843
O -1.326 2.154 1.916 -0.8 -0.9 1.1 -0.576
H -2.243 2.153 1.629 -0.1 0.2 0.3 0.250
H -0.859 2.488 1.172 0.8 0.9 -1.0 0.421
O 1.899 -1.755 -0.126 0.4 -0.2 -0.5 -0.593
H 1.332 -2.275 0.411 -1.2 -0.3 1.6 0.287
H 2.110 -2.467 -0.726 1.1 -0.1 -0.9 0.281
O -1.151 -2.467 -0.674 2.2 -2.2 -0.5 -0.544
H -1.707 -2.610 0.058 -1.8 0.4 1.5 0.295
H -0.687 -3.364 -0.618 -0.7 1.7 -0.8 0.272
O 2.660 0.877 -0.531 -2.0 0.7 -0.3 -0.582
H 2.556 -0.078 -0.481 1.3 0.2 0.1 0.325
H 3.507 1.292 -0.445 0.8 -0.7 0.1 0.275
O -2.858 -0.135 0.003 0.1 0.1 -1.8 -0.539
H -3.263 0.495 0.577 -0.5 0.5 1.0 0.256
H -3.152 0.192 -0.879 0.2 -0.6 0.7 0.309
O 1.347 -0.090 2.257 -0.6 0.6 0.8 -0.483
H 1.419 0.178 3.198 0.0 -0.3 -0.9 0.260
H 1.926 -0.833 2.131 0.7 -0.3 0.2 0.232
O 0.337 -0.866 -2.396 -1.7 0.4 0.2 -0.576
H 0.747 -1.606 -1.925 -0.6 0.4 -0.2 0.300
H -0.640 -0.857 -2.143 2.1 -0.8 -0.9 0.296
O -0.481 2.780 -0.611 -0.9 -0.3 -0.1 -0.503
H -1.343 3.110 -0.879 -0.6 -0.2 0.0 0.263
H 0.038 3.491 -0.945 1.5 0.7 -0.3 0.230
```
Forces are in eV/Å.

Its net charge is +1. For the HOMO energy, the calculation gives -14.14 eV. The orbital gap comes out at 10.73 eV.